1.
Here is a 2-piece molecular cluster, C25H31BN3 overall in a non-equilibrium geometry from the Open Molecules 2025 dataset. Energies are from wB97M-V/def2-TZVPD.

Positions of all 60 atoms, in Å:
C (6.290, -7.624, -1.839)
C (6.749, -6.196, -1.923)
N (6.148, -5.370, -1.036)
B (5.102, -6.010, -0.196)
H (4.124, -3.102, 2.977)
C (6.459, -4.073, -0.887)
C (5.741, -3.366, 0.224)
C (7.408, -3.482, -1.728)
C (8.050, -4.307, -2.664)
C (7.724, -5.671, -2.750)
H (6.784, -8.253, -2.587)
H (6.501, -8.073, -0.856)
H (5.201, -7.734, -1.973)
H (3.982, -5.796, -0.529)
H (5.470, -6.352, 0.862)
H (6.033, -2.309, 0.246)
H (4.648, -3.426, 0.101)
H (5.986, -3.806, 1.212)
H (7.636, -2.414, -1.641)
H (8.813, -3.865, -3.317)
H (8.242, -6.329, -3.461)
C (8.297, 2.263, 1.093)
N (7.913, 1.682, 2.364)
C (8.676, 2.228, 3.472)
C (6.964, 0.707, 2.529)
C (6.857, 0.009, 3.766)
C (5.943, -1.033, 3.886)
C (4.860, -1.131, 3.024)
C (3.778, -2.165, 3.370)
C (3.429, -2.558, 4.780)
C (2.437, -3.591, 4.958)
C (1.553, -4.182, 4.059)
C (0.693, -5.179, 4.543)
C (0.795, -5.638, 5.867)
C (1.783, -5.135, 6.741)
C (2.567, -4.071, 6.284)
N (3.600, -3.336, 6.903)
C (4.122, -3.545, 8.248)
C (4.079, -2.393, 6.018)
C (4.904, -0.400, 1.808)
C (6.018, 0.396, 1.491)
H (7.795, 1.772, 0.255)
H (8.070, 3.348, 1.082)
H (9.389, 2.151, 0.946)
H (8.291, 1.858, 4.421)
H (9.742, 1.958, 3.388)
H (8.614, 3.331, 3.483)
H (7.465, 0.270, 4.640)
H (6.060, -1.769, 4.684)
H (2.842, -1.929, 2.819)
H (1.560, -3.867, 3.008)
H (-0.061, -5.606, 3.879)
H (0.091, -6.395, 6.221)
H (1.933, -5.556, 7.743)
H (3.508, -4.288, 8.776)
H (5.177, -3.887, 8.239)
H (4.084, -2.596, 8.805)
H (4.841, -1.676, 6.282)
H (4.088, -0.499, 1.084)
H (6.107, 0.852, 0.496)

As for the largest force on an atom: 2.45 eV/A. As for the energy above the lowest of the compared OMol25 structures with the same formula, charge and spin: 84.0 kJ/mol. Its total charge is +1. The spin multiplicity is 1. As for the lowest unoccupied orbital energy: -3.9821 eV.

2.
Here is one molecule with the formula C5H5NO in a non-equilibrium geometry from the Open Molecules 2025 dataset. Energies are from wB97M-V/def2-TZVPD.

Positions of all 12 atoms, in Å:
O (-0.895, -1.081, 2.100)
C (-0.366, -0.625, 0.960)
C (0.927, -0.854, 0.531)
C (1.217, -0.125, -0.526)
C (0.463, 0.942, -0.945)
C (-0.868, 0.855, -0.753)
N (-1.264, 0.129, 0.252)
H (-1.858, -0.513, 1.870)
H (1.660, -1.565, 1.061)
H (2.070, -0.339, -1.231)
H (0.527, 1.719, -1.834)
H (-1.614, 1.457, -1.487)

As for the largest force on an atom: 5.88 eV/A. As for the energy above the lowest of the compared OMol25 structures with the same formula, charge and spin: 206.5 kJ/mol. Its SMILES is Oc1ccccn1. The spin multiplicity is 1. As for the lowest unoccupied orbital energy: 0.8343 eV.

3.
Here is a 8-piece molecular cluster, C47H102BF4N5O6 overall in a non-equilibrium geometry from the Open Molecules 2025 dataset. Energies are from wB97M-V/def2-TZVPD.

Positions of all 165 atoms, in Å:
C (-5.216, -33.441, 5.449)
C (-6.510, -33.633, 6.283)
C (-7.805, -33.405, 5.474)
N (-9.095, -33.591, 6.255)
C (-10.189, -32.960, 5.363)
C (-11.584, -32.882, 6.022)
C (-11.595, -32.213, 7.420)
C (-10.405, -32.660, 8.302)
C (-9.107, -32.762, 7.493)
C (-9.388, -35.064, 6.415)
H (-5.332, -33.066, 4.434)
H (-4.693, -34.397, 5.420)
H (-4.543, -32.832, 6.049)
H (-6.357, -32.938, 7.106)
H (-6.494, -34.653, 6.668)
H (-7.803, -34.082, 4.622)
H (-7.750, -32.378, 5.116)
H (-9.917, -32.029, 4.872)
H (-10.340, -33.704, 4.579)
H (-12.364, -32.435, 5.410)
H (-11.794, -33.948, 6.128)
H (-11.559, -31.121, 7.362)
H (-12.519, -32.403, 7.965)
H (-10.259, -31.892, 9.059)
H (-10.645, -33.644, 8.707)
H (-8.743, -31.773, 7.210)
H (-8.436, -33.117, 8.276)
H (-9.023, -35.505, 5.488)
H (-10.462, -35.219, 6.386)
H (-8.892, -35.531, 7.261)
C (-18.888, -38.164, 6.989)
C (-18.301, -37.068, 6.087)
C (-16.835, -36.828, 6.437)
N (-16.170, -35.783, 5.507)
C (-16.057, -36.457, 4.092)
C (-15.706, -35.460, 2.986)
C (-16.392, -34.102, 3.116)
C (-16.223, -33.487, 4.486)
C (-16.859, -34.425, 5.473)
C (-14.808, -35.533, 6.078)
H (-18.407, -38.300, 7.960)
H (-18.779, -39.104, 6.444)
H (-19.945, -38.161, 7.257)
H (-18.847, -36.137, 6.242)
H (-18.505, -37.453, 5.090)
H (-16.249, -37.739, 6.352)
H (-16.823, -36.275, 7.377)
H (-17.028, -36.904, 3.905)
H (-15.288, -37.204, 4.277)
H (-15.901, -36.014, 2.068)
H (-14.640, -35.221, 3.000)
H (-17.437, -34.081, 2.782)
H (-16.137, -33.387, 2.326)
H (-16.844, -32.589, 4.507)
H (-15.215, -33.168, 4.749)
H (-17.903, -34.557, 5.188)
H (-16.868, -34.236, 6.549)
H (-14.199, -35.112, 5.278)
H (-14.377, -36.423, 6.532)
H (-14.738, -34.760, 6.845)
C (-19.860, -34.571, 8.805)
C (-20.893, -33.801, 7.964)
C (-20.272, -33.127, 6.736)
N (-21.231, -32.246, 5.928)
C (-20.466, -31.677, 4.740)
C (-21.297, -31.079, 3.617)
C (-22.395, -32.041, 3.178)
C (-23.228, -32.463, 4.336)
C (-22.407, -33.107, 5.466)
C (-21.685, -31.074, 6.777)
H (-20.385, -34.900, 9.703)
H (-19.061, -33.963, 9.233)
H (-19.312, -35.362, 8.292)
H (-21.352, -33.089, 8.652)
H (-21.747, -34.371, 7.595)
H (-19.957, -33.925, 6.062)
H (-19.406, -32.529, 7.019)
H (-19.941, -32.538, 4.315)
H (-19.690, -30.985, 5.069)
H (-20.805, -30.722, 2.713)
H (-21.846, -30.184, 3.927)
H (-21.960, -32.905, 2.663)
H (-23.033, -31.655, 2.381)
H (-23.951, -33.197, 3.974)
H (-23.872, -31.666, 4.714)
H (-21.911, -33.976, 5.031)
H (-23.073, -33.372, 6.282)
H (-22.424, -30.409, 6.339)
H (-20.819, -30.611, 7.246)
H (-22.287, -31.507, 7.580)
C (-12.954, -30.109, 11.108)
C (-13.494, -29.945, 9.666)
C (-14.575, -28.885, 9.610)
N (-14.951, -28.383, 8.237)
C (-13.688, -27.625, 7.836)
C (-13.953, -26.674, 6.633)
C (-15.154, -25.811, 6.920)
C (-16.407, -26.691, 7.173)
C (-16.195, -27.518, 8.409)
C (-15.395, -29.493, 7.307)
H (-13.746, -29.747, 11.763)
H (-12.146, -29.402, 11.317)
H (-12.533, -31.084, 11.340)
H (-13.928, -30.910, 9.394)
H (-12.672, -29.778, 8.972)
H (-14.271, -28.032, 10.222)
H (-15.481, -29.157, 10.158)
H (-13.276, -26.995, 8.622)
H (-12.884, -28.309, 7.577)
H (-13.104, -26.100, 6.259)
H (-14.140, -27.322, 5.770)
H (-14.948, -25.142, 7.760)
H (-15.379, -25.139, 6.091)
H (-17.257, -26.022, 7.294)
H (-16.591, -27.318, 6.300)
H (-15.903, -26.831, 9.210)
H (-17.094, -28.021, 8.776)
H (-16.389, -29.871, 7.542)
H (-14.719, -30.298, 7.590)
H (-15.395, -29.152, 6.278)
C (-15.014, -31.980, 13.028)
C (-15.562, -33.221, 13.720)
C (-14.880, -34.474, 13.129)
N (-15.806, -35.636, 12.795)
C (-16.748, -35.209, 11.688)
C (-17.638, -36.394, 11.328)
C (-16.886, -37.718, 11.029)
C (-15.804, -38.087, 12.023)
C (-14.970, -36.844, 12.419)
C (-16.448, -36.093, 14.131)
H (-15.370, -31.114, 13.588)
H (-15.301, -31.934, 11.979)
H (-13.929, -31.964, 13.132)
H (-16.647, -33.316, 13.777)
H (-15.318, -33.167, 14.784)
H (-14.118, -34.865, 13.805)
H (-14.306, -34.317, 12.212)
H (-16.169, -34.866, 10.832)
H (-17.310, -34.460, 12.240)
H (-18.131, -36.198, 10.377)
H (-18.363, -36.580, 12.120)
H (-16.385, -37.593, 10.064)
H (-17.596, -38.531, 10.877)
H (-15.182, -38.934, 11.725)
H (-16.180, -38.609, 12.911)
H (-14.424, -36.484, 11.544)
H (-14.390, -37.181, 13.273)
H (-15.670, -36.448, 14.803)
H (-17.113, -36.934, 13.960)
H (-16.930, -35.254, 14.626)
B (-16.239, -32.986, 8.603)
F (-16.853, -34.244, 8.490)
F (-15.133, -32.915, 7.760)
F (-17.225, -32.050, 8.104)
F (-15.952, -32.659, 9.890)
O (-18.745, -30.640, 6.624)
C (-19.325, -29.550, 7.195)
O (-19.162, -29.381, 8.440)
O (-20.049, -28.814, 6.496)
H (-18.309, -31.020, 7.413)
O (-13.422, -34.163, 10.139)
C (-12.898, -35.368, 9.703)
O (-12.599, -35.388, 8.494)
O (-12.736, -36.271, 10.549)
H (-13.616, -33.581, 9.399)

As for the largest force on an atom: 4.40 eV/A. As for the energy above the lowest of the compared OMol25 structures with the same formula, charge and spin: 101.0 kJ/mol. Its total charge is +2. The spin multiplicity is 1. As for the lowest unoccupied orbital energy: -3.6511 eV.

4.
Here is a 2-piece molecular cluster, C4H12O overall in a non-equilibrium geometry from the Open Molecules 2025 dataset. Energies are from wB97M-V/def2-TZVPD.

Positions of all 17 atoms, in Å:
C (-3.047, -0.441, -0.326)
C (-1.648, 0.033, -0.638)
C (-0.773, -1.186, -1.051)
H (-3.618, 0.447, -0.080)
H (-3.084, -1.011, 0.596)
H (-3.495, -1.062, -1.111)
H (-1.736, 0.703, -1.521)
H (-1.253, 0.587, 0.230)
H (-0.530, -1.784, -0.082)
H (-1.224, -1.922, -1.776)
H (0.103, -0.691, -1.548)
C (2.286, 0.276, 1.298)
O (3.073, 1.369, 0.686)
H (2.933, -0.276, 1.932)
H (1.673, -0.261, 0.645)
H (1.616, 1.037, 1.852)
H (3.130, 1.192, -0.325)

As for the largest force on an atom: 5.33 eV/A. As for the energy above the lowest of the compared OMol25 structures with the same formula, charge and spin: 143.0 kJ/mol. Its SMILES is CCC.CO. The spin multiplicity is 1. As for the lowest unoccupied orbital energy: 0.8824 eV.

5.
Here is a 2-piece molecular cluster, H5N2PS2 overall in a non-equilibrium geometry from the Open Molecules 2025 dataset. Energies are from wB97M-V/def2-TZVPD.

Positions of all 10 atoms, in Å:
N (-0.619, -0.831, -1.185)
N (-1.195, -0.628, 1.364)
P (-0.505, 0.166, 0.038)
S (-1.473, 2.000, 0.017)
S (2.378, 1.426, -0.051)
H (-0.940, -0.231, -1.902)
H (-1.320, -0.100, 2.201)
H (-1.081, -1.596, 1.556)
H (-0.323, 2.456, -0.633)
H (2.150, 2.390, 0.676)

As for the largest force on an atom: 4.67 eV/A. As for the energy above the lowest of the compared OMol25 structures with the same formula, charge and spin: 359.9 kJ/mol. The spin multiplicity is 1. As for the lowest unoccupied orbital energy (alpha / beta): -1.9938 / -2.0126 eV.

6.
Here is one molecule with the formula CH3N3Si in a non-equilibrium geometry from the Open Molecules 2025 dataset. Energies are from wB97M-V/def2-TZVPD.

Positions of all 8 atoms, in Å:
C (-0.044, -1.081, -0.071)
N (1.209, -0.961, 0.084)
N (1.705, 0.285, -0.056)
N (0.928, 1.268, -0.042)
Si (-0.741, 0.695, -0.034)
H (-0.534, -2.017, 0.000)
H (-1.397, 1.011, -1.269)
H (-1.127, 0.800, 1.388)

As for the largest force on an atom: 3.90 eV/A. As for the energy above the lowest of the compared OMol25 structures with the same formula, charge and spin: 17.5 kJ/mol. Its SMILES is C1=NN=N[SiH2]1. The spin multiplicity is 1. As for the lowest unoccupied orbital energy: -0.6690 eV.

7.
Here is C32H32AsMgN2S2Se as an isolated structure from the Open Molecules 2025 dataset. Energies are from wB97M-V/def2-TZVPD.

Positions of all 71 atoms, in Å:
Mg (-0.375, -0.612, -0.347)
S (6.433, -1.647, -2.309)
C (6.719, -1.282, -3.948)
C (5.566, -0.987, -4.610)
C (4.431, -1.059, -3.759)
C (4.746, -1.404, -2.475)
C (3.833, -1.569, -1.330)
C (2.448, -1.415, -1.512)
N (1.556, -1.542, -0.548)
C (1.990, -1.841, 0.707)
C (3.339, -2.005, 0.996)
C (3.746, -2.293, 2.349)
C (2.839, -2.393, 3.338)
C (1.433, -2.219, 3.068)
C (0.448, -2.292, 4.064)
C (-0.881, -2.105, 3.761)
C (-1.192, -1.846, 2.412)
N (-0.293, -1.782, 1.451)
C (1.015, -1.957, 1.769)
C (-1.959, -2.161, 4.763)
C (-3.291, -1.916, 4.579)
C (-4.054, -2.060, 5.768)
C (-3.281, -2.412, 6.831)
S (-1.642, -2.574, 6.396)
C (4.257, -1.862, -0.055)
H (7.724, -1.305, -4.339)
H (5.526, -0.729, -5.658)
H (3.428, -0.850, -4.103)
H (2.059, -1.176, -2.494)
H (4.802, -2.420, 2.554)
H (3.149, -2.601, 4.354)
H (0.757, -2.489, 5.085)
H (-2.219, -1.682, 2.114)
H (-3.726, -1.625, 3.633)
H (-5.122, -1.904, 5.829)
H (-3.590, -2.585, 7.850)
H (5.314, -1.977, 0.161)
C (-4.754, -0.803, -0.611)
As (-2.956, -1.325, -1.051)
C (-2.935, -0.891, -2.957)
C (-3.127, -3.258, -1.171)
H (-5.410, -1.235, -1.364)
H (-4.837, 0.281, -0.616)
H (-5.021, -1.177, 0.374)
H (-3.784, -1.349, -3.462)
H (-2.018, -1.257, -3.419)
H (-2.979, 0.191, -3.082)
H (-3.917, -3.519, -1.874)
H (-3.367, -3.666, -0.190)
H (-2.188, -3.694, -1.505)
C (-0.757, 6.730, -2.641)
C (-0.588, 5.417, -1.921)
C (-1.673, 4.760, -1.357)
C (-1.526, 3.579, -0.638)
C (-2.754, 2.908, -0.080)
C (-0.245, 3.036, -0.475)
Se (-0.005, 1.543, 0.713)
C (0.858, 3.646, -1.086)
C (2.259, 3.086, -1.035)
C (0.661, 4.830, -1.792)
H (-1.800, 7.046, -2.648)
H (-0.419, 6.664, -3.677)
H (-0.173, 7.516, -2.159)
H (-2.667, 5.181, -1.473)
H (-3.644, 3.500, -0.294)
H (-2.680, 2.759, 0.997)
H (-2.887, 1.916, -0.523)
H (2.277, 2.071, -0.650)
H (2.902, 3.688, -0.389)
H (2.698, 3.097, -2.034)
H (1.522, 5.304, -2.255)

As for the largest force on an atom: 0.98 eV/A. Its total charge is +1. The spin multiplicity is 1. As for the lowest unoccupied orbital energy: -3.4591 eV.